Record 1
{
  "formula": "C2H4N6",
  "method": "ωB97M-V/def2-TZVPD",
  "symbols": ["H", "N", "C", "N", "N", "C", "N", "N", "N", "H", "H", "H"],
  "positions_angstrom": [[-1.31558, 2.05328, -0.83171], [-1.67095, 1.20105, -1.19100], [-1.03693, 0.14914, -0.88033], [-1.39547, -1.05348, -1.42147], [0.12500, 0.04099, -0.02923], [0.86147, -1.02384, 0.32036], [1.76768, -0.63592, 1.23810], [1.38244, 0.57372, 1.61209], [0.46097, 1.05580, 0.85585], [-2.30078, -1.25537, -1.79674], [-0.85383, -1.86637, -1.30668], [0.83529, -1.95842, -0.15550]],
  "e_tot_ev": -11077.6540,
  "smiles": "[H]/N=C(/N)n1cnnn1",
  "fmax_ev_per_a": 2.73,
  "de_lowest_ev": 0.561
}

Record 2
{
  "formula": "H4NPS",
  "method": "ωB97M-V/def2-TZVPD",
  "symbols": ["N", "S", "P", "H", "H", "H", "H"],
  "positions_angstrom": [[1.31421, -0.30310, 0.69116], [0.38607, 0.94436, -0.31266], [-1.58836, 0.05912, 0.32681], [1.83928, -0.62597, -0.04790], [1.97001, 0.35850, 1.23112], [-2.55207, 1.02104, -0.30976], [-1.85288, -0.73147, -0.82239]],
  "e_tot_ev": -21677.7199,
  "smiles": "NSP",
  "fmax_ev_per_a": 4.42,
  "de_lowest_ev": 1.289
}

Record 3
{
  "formula": "C53H59FNOP2S3SiW",
  "method": "ωB97M-V/def2-TZVPD",
  "symbols": ["W", "C", "C", "C", "C", "C", "C", "P", "C", "C", "C", "C", "C", "C", "C", "C", "C", "C", "C", "C", "C", "C", "C", "C", "H", "H", "H", "H", "H", "H", "H", "H", "H", "H", "H", "H", "H", "H", "H", "H", "C", "Si", "C", "C", "N", "C", "C", "C", "C", "C", "C", "F", "H", "H", "H", "H", "H", "H", "H", "H", "H", "H", "H", "H", "H", "C", "C", "C", "P", "C", "C", "C", "C", "C", "C", "H", "H", "H", "H", "H", "H", "H", "H", "H", "H", "H", "H", "H", "H", "H", "H", "H", "H", "H", "H", "H", "O", "C", "C", "C", "C", "C", "S", "C", "C", "C", "C", "S", "C", "C", "C", "C", "S", "H", "H", "H", "H", "H", "H", "H", "H", "H"],
  "positions_angstrom": [[0.05550, 0.00896, -0.13141], [3.89178, 2.59833, 4.82791], [3.14266, 1.54328, 5.32076], [2.47799, 0.68429, 4.45094], [2.56658, 0.87929, 3.07897], [3.31898, 1.95160, 2.58721], [3.97869, 2.80287, 3.45411], [1.84830, -0.25306, 1.81627], [1.48855, -1.79144, 2.74510], [0.54924, -1.77302, 3.77889], [0.25837, -2.92519, 4.49417], [0.88104, -4.12142, 4.16647], [1.79310, -4.15830, 3.12062], [2.09992, -3.00163, 2.41716], [3.36746, -0.61095, 0.90808], [4.54566, -1.01252, 1.48726], [5.67975, -1.22850, 0.68773], [5.60760, -1.02728, -0.66604], [4.41070, -0.59650, -1.27898], [4.32281, -0.38334, -2.67781], [3.14527, 0.03103, -3.21790], [2.01426, 0.23730, -2.39935], [2.01615, 0.06046, -1.03885], [3.26314, -0.37662, -0.47424], [4.41215, 3.26048, 5.50971], [3.07889, 1.37596, 6.38980], [1.92085, -0.14724, 4.85809], [3.39385, 2.10870, 1.51683], [4.56836, 3.62159, 3.05936], [0.02613, -0.85722, 4.02339], [-0.46257, -2.88745, 5.30308], [0.65289, -5.02338, 4.72241], [2.27798, -5.08911, 2.85221], [2.81511, -3.04839, 1.60800], [4.60204, -1.15817, 2.56127], [6.60810, -1.54893, 1.14527], [6.48100, -1.19164, -1.28888], [5.19269, -0.56675, -3.29968], [3.05988, 0.19148, -4.28752], [1.09638, 0.51122, -2.87444], [-2.44683, 3.14793, 2.32068], [-0.97709, 2.02090, 2.62324], [0.54243, 3.01692, 2.14914], [-0.91612, 1.70581, 4.47179], [-0.99346, 0.50032, 1.70853], [-1.85886, -0.51255, 2.13817], [-2.92078, -0.34086, 3.04250], [-3.70491, -1.40456, 3.46478], [-3.48293, -2.69433, 2.99813], [-2.45729, -2.90176, 2.08760], [-1.71320, -1.82234, 1.70278], [-0.67504, -2.05114, 0.81163], [-2.35782, 3.99636, 3.01160], [-3.41960, 2.68119, 2.50170], [-2.45451, 3.55573, 1.30755], [0.26912, 4.05162, 1.91530], [1.06607, 2.59966, 1.29318], [1.24361, 3.05432, 2.98474], [-0.38327, 2.53477, 4.95078], [-0.36916, 0.79375, 4.71781], [-1.90604, 1.63647, 4.92855], [-3.14047, 0.65241, 3.41425], [-4.50744, -1.21742, 4.16958], [-4.08989, -3.52197, 3.33941], [-2.22569, -3.87941, 1.68319], [0.43054, 2.22754, -4.31078], [-0.90318, 1.83258, -3.63114], [-2.02115, 2.62128, -4.33010], [-0.99362, 1.91690, -1.74912], [-0.49754, 3.62911, -1.22661], [-1.03354, 4.84185, -1.98951], [1.04025, 3.73086, -1.16258], [-2.87660, 1.73217, -1.57306], [-3.35604, 0.86237, -0.40818], [-3.69586, 3.02701, -1.48332], [0.20739, 2.72851, -5.25478], [1.04416, 1.37011, -4.56245], [1.03125, 2.91400, -3.71663], [-1.09982, 0.77272, -3.81205], [-1.76792, 3.67555, -4.41806], [-2.99568, 2.53797, -3.86139], [-2.11513, 2.21839, -5.33993], [-0.87760, 3.66045, -0.20273], [-0.53453, 4.94245, -2.95410], [-0.80531, 5.74086, -1.41083], [-2.10380, 4.82030, -2.15752], [1.44012, 4.06704, -2.12012], [1.52207, 2.78533, -0.91420], [1.33889, 4.47013, -0.41590], [-3.13859, 1.20051, -2.49145], [-3.29738, 1.39950, 0.53049], [-2.82348, -0.07318, -0.32422], [-4.40160, 0.59608, -0.57291], [-3.36188, 3.65622, -0.65758], [-4.73332, 2.75176, -1.28108], [-3.69565, 3.62791, -2.38918], [-0.72859, -0.90916, -1.67544], [-0.90295, -2.20496, -2.30950], [-1.17092, -1.88429, -3.78948], [-2.35389, -1.73840, -4.45823], [-2.19700, -1.28653, -5.80063], [-0.89424, -1.09484, -6.13298], [0.14672, -1.48750, -4.83716], [-2.08473, -2.94046, -1.66460], [-2.10161, -4.20133, -1.14359], [-3.36963, -4.58507, -0.61671], [-4.29756, -3.60148, -0.72734], [-3.63988, -2.21185, -1.47384], [0.31084, -3.14292, -2.19418], [1.30964, -3.18063, -1.27101], [2.21886, -4.26216, -1.44676], [1.87805, -5.04962, -2.49923], [0.47650, -4.47297, -3.28735], [-3.32029, -1.94791, -4.02806], [-3.02524, -1.12884, -6.48050], [-0.47953, -0.78418, -7.08303], [-1.23800, -4.85204, -1.13116], [-3.57098, -5.55754, -0.18331], [-5.33283, -3.60419, -0.41086], [1.41189, -2.47025, -0.47160], [3.08109, -4.44331, -0.81499], [2.38080, -5.93242, -2.87006]],
  "charge": 1,
  "multiplicity": 3,
  "e_tot_ev": -122956.1457,
  "fmax_ev_per_a": 0.96
}

The following molecular weight values (in g/mol) correspond, in order, to the records above: 112.1, 81.1, 1115.1.